Entry 1:
The following is a DFT calculation (ωB97M-V/def2-TZVPD) of C33H60AsCl2FInN2O2Sb2Se3Si3Te as an isolated structure at a distorted geometry.

2S+1   1
Charge   -1
LUMO level (alpha / beta)   1.492 / 0.275 eV
Kohn-Sham gap (alpha / beta)   6.47 / 5.27 eV

Element x y z (Å)
H (17.607, 10.394, 16.634)
Te (19.487, 16.058, 11.387)
H (5.358, 16.165, 15.097)
Se (19.088, 13.725, 11.232)
As (12.608, 13.098, 9.828)
H (10.147, 16.604, 17.883)
H (15.464, 15.146, 9.376)
C (12.571, 11.875, 13.244)
C (14.076, 12.004, 17.369)
Sb (16.869, 11.004, 12.644)
H (9.705, 12.867, 12.868)
N (16.985, 14.945, 7.946)
C (9.892, 15.638, 9.656)
C (7.239, 15.562, 14.156)
H (13.592, 12.893, 17.750)
C (9.822, 12.077, 12.074)
H (12.745, 9.695, 10.641)
H (11.822, 9.206, 11.894)
H (17.702, 16.582, 6.954)
C (11.693, 13.718, 6.711)
H (18.900, 9.420, 11.621)
C (11.770, 9.856, 11.053)
H (13.236, 11.380, 16.949)
H (9.217, 11.522, 6.981)
H (16.966, 8.223, 13.218)
H (13.130, 16.448, 8.843)
H (8.446, 16.929, 18.722)
H (14.534, 10.819, 11.468)
H (14.700, 9.211, 17.989)
C (18.621, 10.458, 11.524)
Cl (13.649, 17.810, 13.872)
H (12.645, 14.189, 6.720)
Si (11.551, 15.167, 10.388)
H (13.149, 6.572, 15.031)
C (15.505, 10.554, 11.078)
C (18.128, 15.622, 7.429)
H (11.027, 9.508, 10.338)
H (17.865, 9.211, 14.361)
H (11.127, 16.135, 12.735)
H (13.421, 17.925, 16.169)
C (14.769, 7.858, 14.439)
H (14.449, 11.552, 18.260)
C (7.052, 16.569, 16.327)
H (19.427, 11.005, 11.970)
H (9.461, 11.058, 12.349)
H (14.837, 7.533, 13.416)
C (9.785, 11.807, 7.912)
H (16.518, 10.329, 17.911)
H (9.204, 12.357, 11.197)
H (9.514, 10.935, 8.500)
C (12.587, 10.715, 7.349)
N (16.730, 12.547, 7.328)
H (6.394, 17.005, 17.106)
Se (17.765, 14.949, 14.373)
C (13.903, 17.210, 15.546)
In (15.269, 14.822, 13.087)
H (18.640, 10.568, 10.424)
H (9.224, 15.125, 13.453)
C (16.580, 10.324, 16.794)
Sb (15.738, 12.374, 16.125)
H (15.497, 9.459, 10.924)
C (13.841, 7.375, 15.304)
H (12.299, 17.465, 10.036)
C (13.343, 15.740, 15.817)
H (9.212, 12.584, 8.295)
H (9.910, 15.978, 8.606)
H (15.689, 11.141, 10.167)
C (15.737, 9.222, 16.141)
C (16.912, 13.412, 17.650)
H (9.481, 16.509, 10.184)
H (12.053, 12.395, 14.068)
H (10.971, 14.252, 12.758)
Si (11.638, 11.682, 11.566)
H (10.258, 15.827, 15.616)
C (16.392, 15.592, 9.144)
C (14.746, 8.738, 17.002)
H (17.900, 13.499, 17.167)
C (8.459, 16.490, 16.577)
H (16.335, 14.328, 17.692)
H (18.706, 15.045, 6.642)
O (12.357, 15.830, 16.521)
H (13.583, 16.496, 10.569)
C (6.460, 16.110, 15.176)
H (12.448, 15.039, 12.628)
H (12.763, 10.831, 13.635)
H (18.731, 15.932, 8.256)
H (10.912, 14.371, 7.125)
H (11.522, 13.471, 5.644)
C (9.170, 15.992, 15.455)
H (13.656, 10.886, 7.395)
Se (18.096, 16.973, 13.242)
C (15.742, 8.779, 14.823)
H (12.324, 10.382, 6.343)
C (8.643, 15.514, 14.273)
H (13.089, 7.326, 17.313)
Cl (15.663, 17.317, 15.879)
C (16.858, 13.672, 7.633)
F (6.559, 15.167, 13.029)
H (17.046, 15.450, 9.916)
H (16.849, 12.896, 18.575)
C (12.763, 16.531, 9.852)
C (16.888, 9.148, 13.862)
C (13.793, 7.784, 16.642)
C (11.431, 15.145, 12.300)
C (9.072, 16.674, 17.809)
H (13.548, 12.297, 13.031)
H (16.321, 16.625, 8.935)
Si (11.583, 12.221, 7.832)
O (13.877, 14.712, 15.243)
H (9.191, 14.821, 9.877)
H (12.309, 9.841, 8.009)

---

Entry 2:
The following is a DFT calculation (ωB97M-V/def2-TZVPD) of a 4-piece molecular cluster, C33H61BBr7N3O6P overall at a distorted geometry.

2S+1   1
Charge   +1
LUMO level   -3.024 eV
Kohn-Sham gap   8.04 eV

Element x y z (Å)
H (-1.491, -1.962, 1.267)
O (0.479, 0.686, -2.261)
C (-3.575, 0.518, 1.050)
H (3.614, 3.055, -1.929)
C (-6.293, -4.910, -1.645)
H (6.164, -0.701, -2.379)
H (1.477, 4.323, -0.840)
C (-4.840, -0.613, -0.641)
H (-4.355, -2.936, 1.026)
C (1.622, 4.457, 0.242)
O (-1.676, 0.154, -4.274)
C (3.995, 3.144, -0.897)
H (5.111, -1.713, 3.798)
C (-4.766, 4.290, 2.084)
H (-4.751, 3.300, 2.541)
C (5.182, -0.842, 3.149)
C (-4.905, -3.476, 0.254)
H (-6.059, -9.494, -2.175)
H (-3.703, 5.117, 3.746)
C (0.431, 5.212, 0.834)
C (5.938, -0.014, -1.544)
O (-0.087, -2.078, -0.866)
H (-5.900, -3.290, -2.958)
C (5.532, 1.394, -2.058)
H (3.225, 0.048, 3.460)
H (-6.408, -10.764, 0.070)
H (-4.464, 0.271, 2.885)
H (0.333, -2.332, -0.036)
C (5.397, 2.452, -0.934)
H (-1.707, 3.621, 2.280)
Br (1.074, 0.504, 0.757)
H (6.859, -2.149, -0.393)
H (6.222, -0.536, 3.072)
H (3.360, 2.548, -0.224)
H (6.267, 1.678, -2.829)
Br (4.668, 1.950, 2.754)
C (-1.168, 3.261, 1.384)
H (-5.288, -5.132, 1.579)
H (2.915, 6.195, 0.422)
Br (4.645, -1.464, 1.387)
B (-1.355, -1.598, -0.612)
C (-5.437, -4.722, 0.580)
N (-4.591, 0.506, 1.912)
C (-5.059, -2.928, -1.001)
C (-5.765, -3.670, -1.943)
C (4.276, 0.258, 3.636)
H (7.954, 0.668, -0.997)
P (0.114, 1.638, -0.974)
H (-4.019, 4.338, 1.296)
H (-2.878, 1.769, -4.402)
H (-3.839, 1.788, -2.275)
H (9.182, -3.430, 1.951)
H (0.920, 1.277, -2.891)
H (-2.052, 2.561, -1.313)
H (-6.518, -6.468, -0.150)
O (-1.844, -0.693, -1.536)
H (-1.511, 2.033, -3.334)
H (-4.324, -9.808, -1.983)
H (8.652, -0.820, 1.447)
H (5.066, 4.812, -0.065)
H (-1.600, 0.309, 1.523)
C (-5.271, -9.717, -1.459)
C (-3.257, 0.884, -2.517)
H (4.072, 5.258, -1.438)
Br (-5.144, -8.126, -0.334)
H (0.393, 6.211, 0.365)
H (-5.505, 0.818, 1.605)
H (-0.197, 2.907, 1.750)
H (6.883, 0.324, 0.383)
H (-3.840, 0.071, -2.963)
Br (-4.171, 7.079, 2.335)
H (5.063, -0.459, -1.039)
H (-5.908, -11.760, -1.310)
H (1.655, 3.448, 0.684)
H (9.663, -1.847, 0.404)
H (3.345, 4.769, 1.493)
H (4.577, 1.258, -2.594)
O (-4.539, -1.719, -1.446)
N (-3.696, 0.200, -0.218)
H (5.570, 1.959, 0.032)
H (-6.810, -5.454, -2.436)
H (7.674, -2.696, 2.480)
C (-2.080, 2.189, 0.752)
N (-2.340, 1.005, 1.597)
C (-2.256, 1.282, -3.628)
H (-0.916, 4.303, -0.556)
H (-3.065, 2.678, 0.635)
C (-1.734, 1.695, -0.712)
H (7.753, -3.694, 0.976)
C (-2.577, 0.442, -1.154)
H (0.548, 5.394, 1.915)
C (-5.618, -10.942, -0.654)
C (-4.570, 5.351, 3.130)
H (-2.027, 0.119, -5.171)
H (6.171, 3.222, -1.071)
Br (-4.080, -11.602, 0.337)
C (7.718, -1.464, -0.483)
C (8.266, -2.936, 1.587)
C (-6.116, -5.459, -0.374)
O (-2.040, -2.146, 0.491)
C (8.633, -1.669, 0.750)
H (8.257, -1.734, -1.403)
C (7.177, -0.019, -0.624)
H (-5.437, 5.489, 3.770)
Br (-6.503, 4.417, 1.217)
H (-1.757, 5.266, 0.700)
H (-5.460, -0.959, 0.198)
C (4.075, 4.651, -0.521)
H (-5.521, 0.033, -1.228)
C (2.999, 5.102, 0.503)
C (-0.937, 4.542, 0.520)
H (4.435, 0.444, 4.696)

---

Energy relative to the best compared isomer or geometry (same formula, charge and spin) for the records above, in order: 328.22 0.00 kJ/mol
Calculated total energy for the records above, in order: -13820.91889 -20293.91083 Eh